DFT (wB97M-V/def2-TZVPD) results for a structure of composition C35H28FGeIN7O4ReS.

```
79
C35H28FGeIN7O4ReS (wB97M-V/def2-TZVPD)
Re -0.61567 -0.10737 -0.17346
F -0.04258 -6.01804 1.11240
C 0.52666 -4.97504 1.70446
C -0.12434 -4.22124 2.58725
N 0.47355 -3.12061 3.19573
C -0.35406 -1.94620 3.42066
C -0.42464 -1.17552 2.11908
O -0.95626 -0.04176 1.98711
O 0.07563 -1.71045 1.07032
C 1.80153 -2.80276 2.93929
O 2.31268 -1.78758 3.35701
N 2.47176 -3.68720 2.12087
C 1.88973 -4.63780 1.29244
O 2.47163 -5.09263 0.33410
H -1.15057 -4.42759 2.86127
H 0.06830 -1.31557 4.19937
H -1.35788 -2.24366 3.72477
H 3.43416 -3.44704 1.92106
S -3.58969 4.09471 -2.65729
C -2.99967 2.82342 -2.04612
N -2.60609 1.77895 -1.54890
N 2.30136 -3.94293 -2.51499
C 1.41745 -2.95694 -2.73016
C 0.99548 -2.11051 -1.67978
N 0.08435 -1.16236 -1.88744
C -0.40227 -1.00111 -3.13305
C 0.07270 -1.80476 -4.15493
N 0.95997 -2.76819 -3.97218
H 2.50331 -4.28250 -1.58405
H 2.50975 -4.54996 -3.29160
H 1.40258 -2.21611 -0.68317
H -1.15594 -0.24662 -3.29037
H -0.29412 -1.66242 -5.16449
I -3.23355 -5.41353 -1.11116
C -3.41488 -3.47143 -0.41020
C -4.58752 -2.99960 0.16455
C -4.62180 -1.69525 0.63271
C -3.49833 -0.90275 0.51518
N -2.37012 -1.35357 -0.05689
C -2.33143 -2.61660 -0.50712
H -5.45586 -3.63905 0.25030
H -5.51281 -1.29292 1.09322
H -3.47778 0.11150 0.88857
H -1.40173 -2.95477 -0.94116
C -1.64850 1.09502 -1.01367
Ge 0.22168 2.33983 -0.08028
C -0.11015 3.12118 1.63663
C 0.89895 3.26617 2.58796
C 0.61504 3.85154 3.81373
C -0.67157 4.28889 4.09346
C -1.67908 4.15326 3.14716
C -1.39934 3.57515 1.91934
C 0.12282 3.52952 -1.58093
C 0.07848 3.09355 -2.90851
C 0.02349 4.01265 -3.94162
C 0.00725 5.37478 -3.65701
C 0.04336 5.81644 -2.34322
C 0.10059 4.89673 -1.30384
C 1.56414 0.89694 -0.17961
C 2.31744 0.79356 -1.37492
C 3.58203 0.25427 -1.36766
C 4.13369 -0.19012 -0.16355
C 3.43000 -0.08858 1.02749
C 2.15975 0.46623 1.02354
H 1.91211 2.94511 2.37787
H 1.40078 3.97156 4.54739
H -0.88909 4.74562 5.04959
H -2.67884 4.50426 3.36496
H -2.19352 3.48409 1.18445
H 0.07398 2.03360 -3.14242
H -0.00670 3.67404 -4.96881
H -0.03253 6.09215 -4.46593
H 0.03152 6.87584 -2.12536
H 0.12965 5.24859 -0.27890
H 1.89835 1.15155 -2.30654
H 4.15163 0.18368 -2.28450
H 5.13322 -0.60695 -0.15995
H 3.86003 -0.42610 1.95960
H 1.62635 0.56934 1.96086
```

Computed properties:
E_LUMO ... -6.3649 eV
HOMO ... -13.8702 eV
2S+1 ... 1
Energy above the lowest of the compared OMol25 structures with the same formula, charge and spin ... 0.00 kcal per mole
Molar mass ... 1047.44 g mol⁻¹
Charge ... +2